44
Properties=species:S:1:pos:R:3:forces:R:3:lowdin_spin:R:1 method="wB97M-V/def2-TZVPD" homo_energy_ev="-12.03 / -12.20" multiplicity=2 orbital_gap_ev="8.59 / 5.25" e_above_lowest_kj_mol=89.6 charge=+1
Sb 2.4684 0.0148 0.0252 1.20 0.12 0.16 0.066
As -0.2583 -2.9130 0.8749 0.00 0.44 0.50 0.002
S -1.2594 1.0371 -4.2801 -0.23 0.18 -0.77 0.032
Si -1.2150 1.1583 2.0604 -0.70 1.19 1.51 0.287
Al -0.2867 -0.0231 -0.0013 0.72 -0.66 -1.16 0.179
F -1.2654 -3.8425 -0.1093 0.24 0.17 0.21 0.001
F -1.2031 -3.1699 2.2697 0.24 0.06 -0.57 0.000
F 0.9829 -4.0113 1.1712 -0.30 0.06 -0.14 0.000
F 0.5873 -1.6073 1.7855 -0.44 -0.53 -0.59 0.010
F 0.5004 -2.2008 -0.5675 -0.19 -0.29 0.55 0.003
F -1.4407 -1.3230 0.4477 0.17 -0.34 0.23 0.053
N -0.4914 0.3283 -1.7322 -0.54 0.47 -0.59 0.025
C -0.8471 0.6350 -2.8492 0.57 -0.38 1.81 0.003
C 0.6497 3.2263 1.4362 -0.12 0.11 -0.13 0.023
C 1.8828 4.5244 3.0257 0.07 -0.05 0.01 0.028
C 3.5527 0.6799 -1.7034 -0.43 0.06 0.11 0.019
C 3.4259 -1.8987 0.2133 -0.40 0.13 0.06 0.014
C 0.5797 2.6528 3.7681 0.04 -0.10 0.14 0.028
C 0.1569 2.4220 2.4633 -0.75 -0.91 -0.37 0.065
C 1.4370 3.7023 4.0475 0.02 0.05 0.14 0.003
C 1.4949 4.2848 1.7164 -0.02 0.02 -0.15 -0.001
C -1.7369 -0.0626 3.4410 0.53 0.24 -0.80 0.029
C -2.7163 2.0282 1.2447 0.69 -0.55 -0.23 0.084
C 3.5252 1.1277 1.5272 -0.32 -0.12 -0.20 0.013
H 3.5581 2.1723 1.2353 -0.04 0.09 -0.03 0.000
H 1.7473 3.8940 5.0641 0.00 -0.02 0.07 0.000
H -3.3942 1.3120 0.7890 -0.08 -0.14 -0.04 0.000
H 3.0349 1.0427 2.4911 -0.08 -0.02 0.08 0.000
H -0.8907 -0.6372 3.8167 0.05 0.03 -0.02 0.000
H 0.3359 3.0349 0.4144 0.01 0.13 -0.09 0.002
H -3.2778 2.5968 1.9805 0.07 0.02 0.38 0.016
H 2.5433 5.3470 3.2479 0.07 0.12 0.03 0.001
H 4.5375 0.7408 1.5969 0.06 -0.12 -0.07 0.002
H 3.1699 -2.3520 1.1676 -0.01 0.02 0.01 0.000
H 1.8394 4.9386 0.9289 0.04 -0.01 -0.10 0.000
H 3.2827 1.7000 -1.9542 -0.06 0.10 -0.03 0.000
H -2.1935 0.4515 4.2837 -0.04 0.29 0.00 0.007
H 3.0975 -2.5516 -0.5911 -0.04 0.03 -0.02 0.000
H 4.6143 0.6380 -1.4737 0.02 -0.07 0.15 0.003
H -2.3901 2.7211 0.4753 0.07 0.11 -0.13 0.000
H 3.3387 0.0364 -2.5514 -0.07 -0.07 -0.02 0.000
H -2.4682 -0.7745 3.0551 0.01 0.07 -0.08 0.000
H 0.2217 2.0262 4.5689 -0.04 -0.10 0.19 0.001
H 4.5021 -1.7647 0.1488 0.04 0.19 0.00 0.002

***

12
Properties=species:S:1:pos:R:3:forces:R:3:nbo_charge:R:1 method="wB97M-V/def2-TZVPD" homo_energy_ev=-14.00 smiles=SC[NH2+]CI orbital_gap_ev=9.86 e_above_lowest_kj_mol=0.0 charge=+1
I -2.4531 -0.2979 -2.3253 0.70 -0.04 0.38 0.216
S 0.4856 0.8522 2.3323 -0.46 -0.15 -0.65 -0.003
N -0.5329 0.1236 -0.0380 -0.39 0.26 0.36 -0.538
C -0.5011 -0.4589 -1.3980 -0.52 -0.26 -0.96 -0.385
C 0.7664 0.0780 0.6717 0.76 0.25 1.08 -0.350
H 1.5132 0.6471 0.1154 -0.24 -0.11 -0.10 0.243
H -0.8477 1.1058 -0.0859 0.02 -0.28 -0.05 0.450
H -1.2391 -0.3650 0.5353 0.13 0.13 -0.22 0.450
H 1.0884 -0.9578 0.7914 -0.18 0.10 -0.19 0.243
H -0.2309 -1.5134 -1.3443 -0.08 0.17 0.13 0.250
H 1.7324 0.7075 2.7604 0.38 -0.09 0.02 0.173
H 0.2190 0.0789 -2.0149 -0.12 0.02 0.19 0.250

***

52
Properties=species:S:1:pos:R:3:forces:R:3:lowdin_spin:R:1 method="wB97M-V/def2-TZVPD" homo_energy_ev="-8.34 / -8.60" multiplicity=3 orbital_gap_ev="8.84 / 8.24" e_above_lowest_kj_mol=0.0 charge=0
Pd -0.0148 -1.0188 0.1852 0.63 0.23 0.13 1.491
S 0.7774 -3.6274 -0.3698 0.04 0.72 0.08 0.003
O -1.8759 -0.0706 -0.9323 -0.15 0.08 -0.02 0.046
O -2.0848 -1.4712 0.7505 -0.24 0.01 -0.26 0.088
O 0.5494 -2.5579 -1.3831 -0.05 -0.46 0.03 0.061
O 1.7556 -4.6116 -0.7156 0.18 -0.02 -0.01 0.017
O 1.0323 -2.9120 0.9295 -0.07 -0.30 -0.22 0.088
N 2.2028 -0.4335 0.1810 -0.05 -0.19 -0.07 0.072
N -0.0562 1.9058 -0.0939 0.16 0.18 -0.01 0.004
N 0.1508 0.0427 2.1365 -0.17 0.04 0.12 0.089
C -4.6474 -1.5293 -1.3608 0.01 -0.04 -0.05 0.002
C -2.5970 -0.7523 -0.1696 -0.05 -0.28 0.15 0.005
C -0.4667 1.3656 2.2903 -0.13 -0.10 0.21 0.006
C -8.3473 -0.8010 -0.8445 0.01 0.01 -0.01 0.000
C -4.0859 -0.7668 -0.3388 0.06 0.13 0.07 0.001
C 1.5614 -0.0814 2.5203 -0.06 0.03 0.05 0.006
C -4.8821 -0.0127 0.5195 -0.01 0.02 0.02 0.002
C -0.0960 2.4231 1.2622 0.02 0.12 -0.14 0.001
C -3.7775 -2.3729 -2.2572 -0.06 0.02 -0.02 0.000
C -0.7602 -4.4372 -0.1618 -0.24 -0.29 0.01 -0.002
C 2.4832 0.3435 1.3911 0.18 0.09 -0.08 0.006
C -6.0283 -1.5197 -1.5089 -0.03 -0.02 -0.02 -0.001
C -4.2596 0.8154 1.6141 -0.05 0.02 -0.03 0.000
C -6.8513 -0.7743 -0.6711 0.00 -0.01 -0.01 0.002
C -6.2599 -0.0231 0.3367 0.01 -0.02 0.01 0.000
H -8.8260 0.0023 -0.2851 0.02 0.00 0.00 0.000
H -5.0233 1.2220 2.2760 0.00 0.00 -0.01 0.000
H -6.8821 0.5691 1.0000 -0.01 -0.01 -0.02 0.000
H 2.5292 -1.3921 0.2733 0.13 0.06 0.00 0.000
H -0.6132 -5.2247 0.5752 -0.05 0.00 -0.02 0.000
H 1.7465 -1.1309 2.7530 -0.02 -0.02 -0.01 0.000
H -3.6972 1.6567 1.1973 -0.01 -0.02 -0.01 0.000
H 0.3419 2.5826 -0.7305 -0.04 0.04 0.00 0.000
H 1.7832 0.5068 3.4185 -0.01 0.03 -0.01 0.003
H 3.5178 0.2272 1.7280 0.01 -0.02 -0.01 0.002
H -0.2429 1.7792 3.2827 -0.03 -0.06 0.02 0.003
H -4.3069 -2.6408 -3.1708 -0.01 0.00 0.00 0.000
H 2.6283 -0.0244 -0.6409 -0.11 0.01 -0.01 0.002
H 2.3405 1.3961 1.1556 -0.03 -0.03 -0.02 0.000
H 0.8837 2.8494 1.4886 0.01 -0.03 0.05 0.000
H -3.4962 -3.3017 -1.7547 0.01 0.01 0.02 0.000
H -1.0284 -4.8646 -1.1269 -0.02 -0.02 0.05 0.000
H -1.5103 -3.7248 0.1757 0.03 0.04 -0.01 -0.001
H -0.8174 3.2366 1.4226 0.02 0.05 -0.07 0.000
H -0.9600 1.6189 -0.4570 0.04 0.00 0.10 0.000
H -6.4733 -2.1103 -2.3040 0.00 0.01 0.02 0.000
H -8.7665 -1.7453 -0.4909 0.02 -0.01 0.00 0.000
H -3.5719 0.2154 2.2114 -0.03 -0.03 0.00 0.000
H -1.5425 1.1899 2.2528 0.01 0.03 -0.07 0.000
H -0.4177 -0.6146 2.6607 0.13 0.01 0.08 0.000
H -2.8591 -1.8533 -2.5308 -0.01 -0.01 0.01 0.000
H -8.6250 -0.6946 -1.8940 0.01 0.00 0.00 0.000

***

21
Properties=species:S:1:pos:R:3:forces:R:3:nbo_charge:R:1 method="wB97M-V/def2-TZVPD" homo_energy_ev=-19.39 orbital_gap_ev=5.46 e_above_lowest_kj_mol=1062.7 charge=+2
N 0.7175 1.4153 0.7482 1.68 -2.50 -2.31 -0.173
N -0.6330 0.3766 -1.3641 0.48 -2.26 0.51 -0.506
C -1.7762 -1.7984 -0.9396 -0.92 0.08 0.37 -0.564
C -0.5631 -0.6161 0.9909 -0.84 0.24 -0.98 -0.428
C 0.7747 0.0114 1.3015 -0.22 2.79 -0.51 -0.267
C -0.6374 -0.7685 -0.5500 1.98 -1.79 1.26 -0.128
C 1.9462 2.0517 0.4340 1.31 0.14 2.05 -0.509
H -2.7144 -1.2836 -0.7387 -0.16 0.17 0.02 0.255
H 0.8033 0.1230 2.4123 0.44 -0.29 -0.30 0.352
H -0.5391 -1.6114 1.4322 -0.47 0.04 0.06 0.289
H 0.3544 -1.2449 -0.7454 -0.46 -0.41 -0.48 0.228
H -1.8299 -2.7334 -0.3083 0.80 0.91 -0.98 0.301
H 1.7183 -0.4353 0.8546 -0.83 0.13 0.89 0.292
H -1.3279 1.0524 -0.9553 -0.20 -0.16 -1.84 0.431
H 2.6584 1.8552 1.2444 -0.01 0.13 0.00 0.274
H 2.5464 1.8104 -0.4519 -0.39 -0.96 -0.61 0.332
H 1.8727 3.1055 0.2485 -0.75 0.93 0.15 0.304
H -1.7977 -1.9363 -2.0311 0.26 -0.55 0.15 0.237
H 0.2017 1.3880 -0.1850 -1.21 0.57 0.11 0.393
H -1.4371 -0.0167 1.3076 0.54 -0.30 0.52 0.261
H -0.3378 -0.7448 -2.7049 -1.02 3.09 1.92 0.626

***

86
Properties=species:S:1:pos:R:3:forces:R:3:mulliken_charge:R:1 method="wB97M-V/def2-TZVPD" homo_energy_ev=-4.74 orbital_gap_ev=7.19 charge=-1
Ta 0.6222 -1.0693 0.4804 -1.62 1.41 0.71 1.280
Cl 4.7599 -2.2464 -0.5278 -0.24 -0.32 -0.31 -0.281
S 1.4700 2.0594 5.2111 0.02 0.08 0.07 -0.307
F -3.8155 -1.8572 3.7596 -0.79 0.92 -1.34 -0.231
F -2.6168 -0.5871 5.1077 -1.21 0.01 1.28 -0.252
F -0.8908 -2.7685 5.2437 1.05 1.05 0.36 -0.352
O 4.3282 0.0056 0.5684 2.04 2.28 2.67 -0.445
O 4.1304 2.7520 -2.3055 -0.02 -0.77 -1.79 -0.592
O 2.2257 -3.7754 1.4354 -0.05 -0.02 -0.80 -0.707
O -3.9847 1.0478 0.0259 1.37 1.43 0.35 -0.544
O 1.2296 -4.2201 -0.6763 0.23 0.04 0.02 -0.505
N -4.8238 0.0301 -1.8886 -0.04 1.10 -0.14 -0.062
N 2.5777 3.5547 -0.7990 0.11 0.98 -1.92 0.427
C 1.7317 -0.7537 2.4534 0.64 0.20 -0.19 -1.471
C 2.1194 0.7239 2.8049 -0.80 -0.65 0.40 -0.331
C -2.6618 -1.6510 4.3232 1.44 0.04 0.81 0.426
C -5.9854 0.9017 -2.2744 0.32 -0.40 0.90 -1.035
C 3.8081 -0.7208 -0.1588 -2.09 -0.77 -2.14 0.052
C -3.6496 0.5165 -2.6341 0.65 -0.39 -1.21 -0.781
C 3.8553 3.1435 -1.2185 0.67 0.37 2.30 0.488
C 1.5765 3.4799 -1.8843 -1.69 -0.13 0.61 -1.185
C -0.0892 1.1033 0.2897 -0.15 0.04 -1.26 -1.229
C -0.9672 -2.7746 2.7974 -1.67 -0.24 0.78 -0.598
C -4.6867 0.2390 -0.4782 -1.13 -1.65 0.56 0.771
C 2.2774 -4.2604 -1.6462 -0.56 0.00 -0.07 0.239
C 2.6359 4.9709 -0.3234 0.40 -0.81 1.47 -1.252
C -2.5657 -0.5673 -2.8167 -0.61 -0.06 0.40 -1.022
C 2.4954 -0.4574 -0.7938 0.84 -0.90 -0.42 0.133
C 0.1876 3.2191 -1.2069 0.66 -0.77 -0.88 -0.954
C -0.4648 -1.4901 -1.5325 -0.53 -0.10 0.05 -1.964
C -1.2217 -1.6999 1.7081 0.48 -0.67 -0.46 -1.068
C -0.1454 1.6848 -1.1607 0.03 0.97 0.53 1.482
C -5.5210 -0.6702 0.4395 -0.18 -0.33 -1.17 -1.247
C 4.9551 3.2152 -0.1436 -1.01 0.09 0.09 -1.170
C 0.9323 1.3586 3.5836 0.22 0.88 -0.09 0.007
C 1.8361 -4.9112 -2.9569 0.68 0.10 0.01 -1.344
C -1.5713 -2.3811 4.1455 0.32 -1.16 -1.45 0.096
C -1.9874 -1.1162 -1.4919 0.35 -0.57 0.00 0.555
B 1.4477 -3.2923 0.3787 0.31 -0.80 -0.02 0.389
H -1.5072 -3.6862 2.4981 0.73 -0.15 -0.22 0.507
H 5.5527 4.1088 -0.3524 0.19 -0.31 0.11 0.356
H 0.1412 0.6340 3.7907 0.18 0.05 -0.03 -0.147
H -3.2306 1.4596 -2.2513 -0.23 -0.24 0.29 0.420
H -2.5410 -2.0427 -1.2691 0.07 0.24 0.15 0.730
H 3.1305 -4.8016 -1.2074 0.05 0.27 -0.29 0.382
H -0.5806 3.7230 -1.8084 0.06 0.16 0.41 0.402
H 1.2389 -1.1733 3.3451 0.07 -0.05 -0.24 0.664
H -4.8887 -1.0510 1.2440 -0.08 0.30 -0.01 0.169
H -5.8856 -1.5220 -0.1475 -0.06 0.15 0.23 0.359
H 2.3551 1.2819 1.8925 0.02 0.13 0.28 -0.400
H -1.7779 -0.2163 -3.4963 -0.09 0.21 0.30 0.402
H 0.9944 3.3286 5.1778 0.00 -0.47 -0.30 0.119
H -6.3796 -0.1158 0.8319 0.23 -0.08 0.13 0.409
H 2.4363 0.6343 -0.9055 -0.05 -0.18 0.26 -0.793
H -4.0050 0.7450 -3.6513 -0.06 0.01 0.25 0.541
H -6.5352 0.5011 -3.1282 0.17 0.10 0.05 0.274
H -1.1329 1.1303 0.6575 0.29 -0.07 0.16 0.267
H -1.1539 1.5822 -1.5757 0.20 -0.33 0.08 -0.897
H -0.4010 -2.5451 -1.8416 0.19 0.20 0.07 0.570
H 1.7361 5.5249 -0.5853 0.13 -0.18 -0.20 0.478
H 2.6666 -4.5781 1.1059 -0.20 -0.02 0.40 0.270
H 1.4805 4.4170 -2.4563 0.56 -0.12 0.10 0.579
H 1.7629 2.6751 -2.5971 0.38 0.14 0.25 0.482
H 0.0825 -2.9954 3.0126 -0.16 -0.11 -0.12 0.200
H 3.0002 0.7404 3.4592 -0.07 0.02 -0.24 0.831
H 5.5225 2.2848 -0.1872 0.13 0.29 -0.15 0.325
H 2.7529 -5.1209 -3.5306 -0.19 0.06 0.06 0.398
H 0.4807 2.1980 3.0462 0.02 -0.24 0.00 0.293
H 2.4663 -0.8791 -1.8064 -0.20 -0.18 0.30 0.625
H 0.2559 3.5950 -0.1813 -0.44 0.25 -0.25 0.477
H -2.1904 -0.4543 -0.6418 -0.01 0.16 -0.39 -0.496
H -5.5913 1.9114 -2.4546 -0.34 -0.10 -0.16 0.366
H 2.6822 -1.3127 2.3673 -0.29 -0.03 -0.08 0.459
H -6.6358 0.9668 -1.3915 -0.25 0.00 -0.46 0.402
H 0.5510 1.1986 -1.8544 -0.20 -0.12 0.16 0.115
H -1.6166 -0.7580 2.1276 0.31 -0.16 0.08 0.591
H 1.2637 -4.1926 -3.5518 -0.27 -0.35 0.16 0.249
H 3.5452 5.4650 -0.6874 -0.37 0.16 -0.09 0.347
H 2.5465 -3.2219 -1.8805 0.39 -0.30 0.09 -0.158
H 0.4672 1.8422 0.8830 0.05 -0.41 0.11 0.366
H 4.5111 3.2864 0.8559 0.17 0.09 -0.16 0.255
H -2.0384 -2.0850 1.0777 0.25 0.23 -0.08 0.415
H 1.3272 -5.8713 -2.8283 -0.16 0.30 0.09 0.299
H -0.0249 -0.9084 -2.3624 0.17 -0.08 0.33 0.342
H -3.0728 -1.3841 -3.3544 0.24 0.06 0.09 0.428
H 2.6858 4.9454 0.7748 0.06 0.27 -0.21 0.315

***

5
Properties=species:S:1:pos:R:3:forces:R:3:nbo_charge:R:1 method="wB97M-V/def2-TZVPD" homo_energy_ev="-4.84 / -4.82" orbital_gap_ev="5.99 / 5.95" e_above_lowest_kj_mol=274.9 charge=-1
S -3.2211 0.0914 0.5561 0.62 -0.01 -0.11 -0.225
S 0.0249 -0.0016 -0.1342 -1.36 -1.50 1.39 1.784
F 0.9206 0.2175 1.4631 -0.30 0.11 -1.39 -0.639
O 0.4448 -1.3799 -0.4769 0.15 1.97 -0.07 -0.963
O 0.3650 1.1199 -0.9934 0.89 -0.57 0.18 -0.957